The following is a DFT calculation (ωB97M-V with the def2-TZVPD basis set) of a structure of composition C8H14IN2 in a non-equilibrium geometry.

The geometry in XYZ format:
```
25
Properties=species:S:1:pos:R:3:forces:R:3:nbo_charge:R:1
C -2.27885 0.82405 -0.11692 5.5 -2.6 -2.5 0.231
C 0.95394 -1.81198 0.58653 0.6 0.2 -1.0 -0.402
C -0.41332 -2.42749 0.20102 0.2 1.7 -1.9 -0.419
C 0.83066 -0.25199 0.79592 0.1 -0.8 0.1 -0.453
C 0.47831 1.90083 -0.72764 0.1 -2.6 -3.7 -0.443
C -0.54732 2.55874 0.06693 0.0 4.2 2.4 -0.237
C -0.99208 -1.54327 -1.04393 -0.1 -3.5 -0.6 -0.274
C 0.45130 0.34698 -0.60615 0.0 -0.1 0.3 -0.069
N -1.86064 1.97395 0.20782 -4.4 1.0 1.4 -0.524
N -0.86090 -0.13572 -1.10518 -2.0 2.4 1.6 -0.363
I -3.95690 -0.17015 0.02223 -1.2 -0.2 0.3 0.478
H 1.36081 -2.29960 1.47042 0.0 0.1 0.1 0.231
H 1.70288 -2.02154 -0.26607 -1.0 0.4 1.2 0.203
H -0.31447 -3.45959 -0.21372 -0.2 0.7 0.6 0.236
H -1.09364 -2.36949 1.03491 -0.3 -0.3 0.3 0.202
H 0.20868 -0.07846 1.74360 0.1 0.1 -1.7 0.216
H 1.79064 0.19377 1.06536 0.2 -0.3 -0.1 0.227
H 0.28440 2.14273 -1.88254 0.6 -0.5 2.5 0.240
H 1.50941 2.13180 -0.49322 -0.1 0.9 0.3 0.263
H -0.24646 2.73750 1.15968 -0.1 -0.2 -1.5 0.239
H -0.72405 3.61684 -0.37545 0.2 -1.6 0.9 0.253
H -0.28256 -1.86259 -1.90144 -1.2 0.4 0.9 0.244
H -2.05070 -1.94755 -1.35058 2.0 1.1 0.5 0.229
H 1.27538 -0.05579 -1.33120 -1.7 0.6 1.1 0.248
H -2.68626 2.56208 0.71187 2.8 -1.1 -1.4 0.445
```
Positions in Å, forces in eV/Å.

Summary:
Frontier orbital gap (alpha / beta), eV: 8.6 / 8.6
Total charge: +1
LUMO energy (alpha / beta), eV: -3.938 / -3.938

The following is a DFT calculation (ωB97M-V with the def2-TZVPD basis set) of a structure of composition C44H57N5O6SW.

The geometry in XYZ format:
```
114
Properties=species:S:1:pos:R:3:forces:R:3:lowdin_charge:R:1
W -0.24361 0.20240 -0.07493 -0.5 -0.2 0.1 2.086
C -1.14281 1.00212 6.24646 0.0 0.0 0.0 -0.056
C -1.37524 2.02507 5.13047 0.0 0.0 0.0 -0.168
C -0.51816 1.77306 3.93274 -0.1 -0.1 0.0 -0.096
C 0.73665 2.22258 3.67898 0.1 0.0 0.0 -0.107
C 1.60820 3.08645 4.53350 0.0 0.0 0.0 -0.173
C 2.70904 2.29312 5.24365 0.0 0.0 0.0 -0.062
C 1.12403 1.68659 2.40408 -0.1 0.0 0.0 -0.182
C 2.26123 2.05051 1.74210 0.0 0.0 0.0 0.069
C 2.51519 1.68951 0.44814 0.0 0.0 -0.1 -0.185
C 3.57491 2.24333 -0.34163 0.0 0.0 0.1 -0.099
C 4.54840 3.26522 0.15079 0.0 0.0 0.0 -0.162
C 3.96818 4.68195 0.11342 0.0 0.0 0.0 -0.054
C 3.45396 1.71928 -1.58895 0.0 -0.1 -0.1 -0.098
C 2.37479 0.77593 -1.53765 0.0 0.1 0.0 -0.198
C 2.13958 -0.16725 -2.49140 0.0 0.0 0.0 0.080
C 1.35994 -1.28994 -2.26577 0.0 0.0 0.0 -0.221
N 0.54691 -1.43824 -1.15861 0.1 0.1 0.0 -0.039
C 0.09691 -2.75536 -1.23434 -0.1 0.1 -0.1 -0.233
C -0.81358 -3.31203 -0.36778 0.0 -0.1 0.0 0.065
C -1.42226 -2.65490 0.66679 0.0 0.0 0.1 -0.200
N -1.12164 -1.35338 1.05390 0.1 0.1 0.0 -0.017
C -1.99898 -1.09268 2.08685 -0.1 -0.1 0.0 -0.190
C -1.92468 0.03104 2.88626 0.0 0.0 0.0 0.085
C -0.85862 0.88029 2.86074 0.1 0.1 0.0 -0.191
N 0.14711 0.84963 1.89244 0.0 0.0 0.0 0.001
C -2.85156 -2.20869 2.33757 0.0 0.1 0.0 -0.104
C -2.45632 -3.20032 1.48700 0.0 0.0 -0.1 -0.103
C -2.98924 -4.59617 1.40739 0.0 0.0 0.0 -0.168
C -4.02307 -4.78032 0.29401 0.0 0.0 0.0 -0.065
C -3.87669 -2.28362 3.42434 0.0 0.0 0.0 -0.172
C -3.27272 -2.73831 4.75644 0.0 0.0 0.0 -0.061
C 0.65435 -3.41198 -2.37052 -0.1 -0.1 0.0 -0.122
C 1.41263 -2.48606 -3.03551 0.0 0.1 0.0 -0.116
C 2.23632 -2.66907 -4.27122 0.0 0.0 0.0 -0.174
C 3.67742 -3.08090 -3.95755 0.0 0.0 0.0 -0.061
C 0.45337 -4.85728 -2.70285 0.0 0.0 0.0 -0.172
C 1.28800 -5.78410 -1.81304 0.0 0.0 0.0 -0.062
N 1.74320 0.80358 -0.28514 0.1 0.0 0.0 -0.006
C 4.25049 2.02415 -2.81507 0.0 0.0 0.0 -0.164
C 3.46477 2.90749 -3.79016 0.0 0.0 0.0 -0.061
H -1.78641 1.21217 7.09899 0.0 0.0 0.0 0.086
H -0.10823 1.02791 6.58863 0.0 0.0 0.0 0.075
H -1.35260 -0.01223 5.90321 0.0 0.0 0.0 0.061
H -1.16629 3.02791 5.50511 0.0 0.0 0.0 0.117
H -2.42685 2.02691 4.83599 0.0 0.0 0.0 0.117
H 0.98488 3.59238 5.27139 0.0 0.0 0.0 0.116
H 2.05988 3.87586 3.92629 0.0 0.0 0.0 0.107
H 2.28038 1.53513 5.89910 0.0 0.0 0.0 0.075
H 3.32620 2.95457 5.84933 0.0 0.0 0.0 0.085
H 3.35756 1.78300 4.52965 0.0 0.0 0.0 0.075
H 2.95207 2.71902 2.23453 0.0 0.0 0.0 0.127
H 5.44925 3.22113 -0.46158 0.0 0.0 0.0 0.116
H 4.86442 3.01784 1.16671 0.0 0.0 0.0 0.118
H 3.69568 4.96314 -0.90440 0.0 0.0 0.0 0.078
H 4.69356 5.40452 0.48437 0.0 0.0 0.0 0.087
H 3.06940 4.75310 0.72949 0.0 0.0 0.0 0.054
H 2.71256 -0.11976 -3.40655 0.0 0.0 0.0 0.130
H -1.09117 -4.34558 -0.53153 0.0 0.0 0.0 0.129
H -2.65376 0.14461 3.67576 0.0 0.0 0.0 0.132
H -3.44248 -4.84870 2.36650 0.0 0.0 0.0 0.115
H -2.16499 -5.30050 1.27217 0.0 0.0 0.0 0.121
H -4.85911 -4.09122 0.41917 0.0 0.0 0.0 0.084
H -4.41545 -5.79596 0.29994 0.0 0.0 0.0 0.085
H -3.58378 -4.59858 -0.68822 0.0 0.0 0.0 0.055
H -4.66251 -2.97648 3.11973 0.0 0.0 0.0 0.118
H -4.36389 -1.31370 3.54430 0.0 0.0 0.0 0.117
H -2.82347 -3.72739 4.66232 0.0 0.0 0.0 0.082
H -4.03684 -2.78424 5.53062 0.0 0.0 0.0 0.085
H -2.49162 -2.05276 5.08921 0.0 0.0 0.0 0.061
H 2.23215 -1.74672 -4.85660 0.0 0.0 0.0 0.114
H 1.76801 -3.42650 -4.90124 0.0 0.0 0.0 0.115
H 4.17432 -2.33850 -3.33066 0.0 0.0 0.0 0.076
H 4.25347 -3.19253 -4.87471 0.0 0.0 0.0 0.084
H 3.70115 -4.03156 -3.42450 0.0 0.0 0.0 0.073
H 0.71832 -5.02023 -3.74806 0.0 0.0 0.0 0.114
H -0.60547 -5.11791 -2.61420 0.0 0.0 0.0 0.111
H 2.35140 -5.57120 -1.92188 0.0 0.0 0.0 0.076
H 1.12180 -6.82563 -2.08310 0.0 0.0 0.0 0.085
H 1.03346 -5.66093 -0.75936 0.0 0.0 0.0 0.075
H 4.54814 1.09620 -3.30923 0.0 0.0 0.0 0.116
H 5.17579 2.52263 -2.52689 0.0 0.0 0.0 0.115
H 2.53153 2.43031 -4.09455 0.0 0.0 0.0 0.075
H 4.05254 3.10958 -4.68404 0.0 0.0 0.0 0.084
H 3.21132 3.86167 -3.32663 0.0 0.0 0.0 0.074
O -1.20974 3.04715 -2.72287 0.0 -0.2 -0.3 0.178
C -1.18628 2.23413 -1.86193 0.1 0.1 0.4 -0.495
O -0.28399 1.24061 -1.73533 0.0 0.1 -0.1 -0.203
C -2.20868 2.17983 -0.68714 0.3 -0.1 0.1 -0.445
O -3.23328 2.75790 -0.64236 -0.1 0.0 0.0 0.231
O -1.68832 1.39152 0.29345 0.0 0.2 0.0 -0.179
C 0.38205 5.54754 1.22744 0.0 0.0 0.0 0.016
C 0.22758 4.73696 -0.03150 0.0 0.0 0.0 -0.537
N 0.17941 5.41719 -1.18781 0.0 0.0 0.0 0.209
O 0.13438 3.50822 0.00814 0.0 0.0 0.0 0.017
H 0.84390 6.51800 1.05535 0.0 0.0 0.0 0.090
H 0.97055 4.97872 1.94460 0.0 0.0 0.0 0.064
H -0.60874 5.70622 1.65700 0.0 0.0 0.0 0.102
H 0.15467 6.42191 -1.19312 0.0 0.0 0.0 0.120
H -0.07470 4.92819 -2.03305 0.0 0.0 0.0 0.101
O -1.99977 -0.53160 -1.19943 0.1 -0.1 -0.2 -0.571
S -1.96771 -0.93018 -2.70873 0.1 0.0 0.2 1.107
C -3.06785 0.19402 -3.58037 -0.1 0.0 0.0 -0.279
C -3.57246 -0.67411 -4.73233 0.0 0.0 0.0 -0.196
C -3.80943 -2.11401 -4.20670 0.0 0.0 0.0 -0.185
C -3.19340 -2.23457 -2.80659 -0.1 -0.1 0.0 -0.285
H -2.52549 1.08074 -3.89964 0.0 0.0 0.0 0.097
H -3.85313 0.46877 -2.87149 0.0 0.0 0.0 0.123
H -2.83303 -0.68569 -5.53275 0.0 0.0 0.0 0.119
H -4.47804 -0.23644 -5.14635 0.0 0.0 0.0 0.127
H -3.36195 -2.83880 -4.88318 0.0 0.0 0.0 0.117
H -4.86995 -2.34843 -4.14520 0.0 0.0 0.0 0.123
H -2.71272 -3.18916 -2.60784 0.0 0.0 0.0 0.082
H -3.89459 -2.00815 -2.00081 0.0 0.0 0.0 0.113
```
Positions in Å, forces in eV/Å.

Summary:
Frontier orbital gap, eV: 4.8
Total charge: +2
LUMO energy, eV: -7.517

The following is a DFT calculation (ωB97M-V with the def2-TZVPD basis set) of a cluster of 2 separate species, C10H20N4O4PS in total in a non-equilibrium geometry.

The geometry in XYZ format:
```
40
Properties=species:S:1:pos:R:3:forces:R:3:nbo_charge:R:1
O 1.19646 8.17830 -1.42232 0.0 0.0 0.2 -0.099
N 0.24532 8.65627 -1.07786 0.9 0.8 -0.3 0.533
O -1.01627 7.67316 -1.16429 -0.8 -0.8 0.3 -0.485
C -0.79869 6.38448 -1.01583 -0.2 0.7 -0.3 0.534
C -0.96599 5.45816 -2.04628 0.1 -0.7 -0.1 -0.212
C -0.71025 4.14555 -1.75466 -0.2 0.5 -0.2 -0.103
C -0.28312 3.80442 -0.45265 0.0 -0.3 0.1 -0.176
P 0.03923 2.03341 -0.04212 -0.3 -0.7 -0.5 1.798
O 1.56231 1.83999 -0.47292 0.1 0.4 0.3 -0.959
O 0.04915 1.98727 1.52696 -0.1 0.2 0.2 -0.957
S -1.19616 0.89491 -0.91699 -0.1 0.2 0.1 -0.468
N -0.14709 4.68280 0.49767 0.0 0.6 0.2 -0.167
N -0.42518 5.95431 0.18237 0.2 -0.7 0.2 -0.284
H -1.28538 5.79594 -3.01689 -0.1 0.1 -0.1 0.277
H -0.83481 3.35389 -2.47754 0.0 -0.1 -0.1 0.285
H 1.87050 2.47960 -1.12373 0.2 -0.2 -0.1 0.512
H 0.19130 2.83712 1.96693 0.2 0.0 0.1 0.526
H -0.35094 6.61920 0.94296 0.0 0.0 0.2 0.444
C 2.03051 -5.32380 0.89190 0.0 0.0 0.0 -0.617
C 0.53836 -5.03758 0.81915 0.1 -0.1 -0.1 -0.214
N 0.18826 -3.72506 1.32964 -0.1 0.0 0.0 -0.452
C -1.23308 -3.54915 1.56284 -0.1 0.0 0.1 -0.204
C -2.17866 -3.59868 0.35589 0.0 0.1 0.0 -0.635
C 0.87380 -2.61001 0.70785 0.2 0.1 -0.1 -0.214
C 0.75112 -2.44257 -0.81273 0.0 0.1 0.0 -0.638
H 2.40649 -5.15446 1.90124 0.0 0.0 0.0 0.212
H 2.21991 -6.36391 0.62696 0.0 0.0 0.0 0.217
H 2.60362 -4.70343 0.20187 0.0 0.0 0.0 0.199
H 0.01377 -5.77445 1.43193 -0.1 0.0 0.0 0.199
H 0.19618 -5.19715 -0.21614 0.0 0.0 0.0 0.158
H -1.37503 -2.59990 2.08716 0.0 0.0 0.0 0.187
H -1.54158 -4.32387 2.27096 0.0 0.0 0.0 0.192
H -2.09757 -2.70669 -0.26536 0.0 0.0 0.0 0.195
H -3.21167 -3.65679 0.70346 0.0 0.0 0.0 0.213
H -1.99525 -4.47218 -0.26996 0.0 0.0 0.0 0.207
H 1.93629 -2.68482 0.95426 0.0 -0.1 0.0 0.192
H 0.53365 -1.69389 1.20004 -0.1 0.0 0.0 0.188
H 0.93298 -3.37555 -1.34712 0.0 0.0 0.0 0.208
H 1.49389 -1.72010 -1.15974 0.0 0.0 0.0 0.205
H -0.22639 -2.06473 -1.10691 0.0 -0.1 0.0 0.201
```
Positions in Å, forces in eV/Å.

Summary:
Frontier orbital gap, eV: 3.7
Total charge: +1
LUMO energy, eV: -5.752

The following is a DFT calculation (ωB97M-V with the def2-TZVPD basis set) of a structure of composition H24NeO12 in a non-equilibrium geometry.

The geometry in XYZ format:
```
37
Properties=species:S:1:pos:R:3:forces:R:3:nbo_charge:R:1
Ne 0.16217 0.23405 -0.26203 0.0 -0.1 0.1 -0.001
O 0.24026 0.68498 -3.00047 0.5 0.5 -0.3 -0.985
H 0.17783 -0.22519 -2.71080 -0.6 -0.5 0.4 0.506
H -0.20083 0.69728 -3.84990 -0.3 0.0 -0.2 0.485
O -1.22613 -1.61426 -1.74550 0.3 0.1 -0.7 -0.993
H -0.47951 -1.88452 -1.21095 0.2 -0.3 0.1 0.477
H -1.93417 -1.47593 -1.11639 -0.6 -0.1 0.4 0.504
O 1.40730 -2.45080 -1.21475 0.0 0.1 0.2 -0.953
H 2.12277 -1.84611 -1.01806 0.2 0.2 0.2 0.476
H 1.62345 -2.80598 -2.07694 0.0 -0.3 -0.3 0.487
O 1.30758 0.18662 2.45069 -0.2 -0.5 0.3 -0.981
H 1.75006 0.48206 1.65498 0.1 0.4 -0.6 0.499
H 1.83541 0.54306 3.16523 -0.1 0.1 0.3 0.483
O -3.07087 -2.04535 0.56856 -0.4 -0.4 -0.7 -0.977
H -2.42413 -1.74734 1.20822 0.5 0.3 0.3 0.494
H -3.82554 -1.47273 0.70569 -0.2 0.2 0.0 0.471
O -0.61068 2.81427 -1.05004 -0.1 0.2 -0.1 -0.959
H 0.07023 3.41361 -0.74447 0.0 0.2 0.3 0.477
H -0.15929 2.22754 -1.65685 0.1 -0.5 -0.5 0.489
O 0.13892 -3.59437 1.62676 0.0 0.0 0.4 -0.942
H 0.41714 -3.01487 0.91754 0.1 0.2 -0.2 0.473
H 0.15627 -4.47049 1.24160 0.0 -0.2 -0.1 0.468
O -1.15070 2.89366 2.81107 0.6 0.4 0.7 -0.976
H -1.79856 3.20778 3.44181 -0.1 0.1 0.2 0.458
H -1.66645 2.62612 2.05036 -0.4 -0.3 -0.7 0.490
O -2.28569 1.53580 0.77011 -0.6 0.0 0.1 -0.974
H -1.80974 0.87672 1.27539 -0.1 -0.6 0.3 0.487
H -1.73983 1.68697 -0.00152 0.2 0.5 -0.4 0.495
O -1.33398 -0.80388 2.23908 -0.5 -0.1 0.0 -0.994
H -0.42969 -0.50232 2.32603 1.0 0.3 0.1 0.518
H -1.48728 -1.33187 3.02262 0.0 -0.1 0.3 0.489
O 2.76621 0.92896 0.18055 0.0 -0.2 0.4 -0.959
H 3.28336 0.12516 0.12864 0.4 -0.1 0.0 0.468
H 2.65138 1.19970 -0.73035 0.0 0.3 -0.7 0.504
O 2.86373 1.62515 -2.97235 0.8 0.0 0.4 -0.962
H 2.32249 2.40002 -3.12363 -0.2 0.1 -0.1 0.476
H 2.33651 0.89648 -3.29992 -0.5 -0.1 -0.1 0.487
```
Positions in Å, forces in eV/Å.

Summary:
Frontier orbital gap, eV: 10.0
LUMO energy, eV: -0.336

The following is a DFT calculation (ωB97M-V with the def2-TZVPD basis set) of the molecule C5H9NO in a non-equilibrium geometry.

The geometry in XYZ format:
```
16
Properties=species:S:1:pos:R:3:forces:R:3:nbo_charge:R:1
C 0.31835 2.01334 -0.98046 0.1 0.1 0.0 -0.592
C -0.50663 0.83537 -0.45065 0.0 0.0 0.0 -0.355
C 0.39558 -0.35901 -0.12814 0.1 0.1 -0.1 -0.049
C 0.78819 -2.67147 0.87425 -0.4 -0.2 -0.1 -0.514
O -0.36963 -1.43282 0.43704 0.1 0.0 0.2 -0.562
C -1.24923 1.19982 0.76720 -0.5 0.2 0.9 0.270
N -1.80734 1.41000 1.75947 0.6 -0.2 -1.0 -0.311
H 0.85828 1.71081 -1.88296 -0.1 0.0 0.1 0.222
H 1.04758 2.34310 -0.23399 -0.1 -0.1 -0.1 0.223
H -0.32620 2.85943 -1.23138 0.1 -0.1 0.0 0.231
H -1.24555 0.52690 -1.19981 0.1 0.0 0.1 0.253
H 0.83379 -0.76328 -1.04215 -0.1 0.1 0.1 0.214
H 1.20511 -0.10263 0.56175 -0.1 0.0 -0.1 0.217
H 0.07205 -3.21276 1.52763 0.2 0.1 -0.1 0.117
H 0.67652 -3.21841 -0.08456 0.1 0.1 0.2 0.119
H -0.69087 -1.13840 1.30676 0.0 -0.1 -0.1 0.517
```
Positions in Å, forces in eV/Å.

Summary:
Frontier orbital gap, eV: 8.5
LUMO energy, eV: 0.588

The following is a DFT calculation (ωB97M-V with the def2-TZVPD basis set) of a cluster of 2 separate species, C5H10O2 in total in a non-equilibrium geometry.

The geometry in XYZ format:
```
17
Properties=species:S:1:pos:R:3:forces:R:3:nbo_charge:R:1
C 2.59358 -2.34166 -0.24945 -0.2 -1.1 0.5 -0.354
C 2.26500 -1.39412 -1.12642 1.0 -1.0 0.8 -0.257
C 1.94710 -0.01898 -0.67394 -1.4 -0.4 -0.9 -0.393
C 0.64225 0.28538 -0.73643 -1.0 2.3 0.1 0.364
O -0.37640 -0.51177 -1.19307 1.4 -1.1 -0.2 -0.677
C -0.04889 1.62937 -0.53668 -0.6 0.3 -0.1 -0.669
H 2.85588 -3.39905 -0.50412 -0.3 1.1 -0.1 0.196
H 2.50372 -2.16110 0.83091 0.4 0.1 -0.5 0.194
H 2.21362 -1.74246 -2.15727 0.1 0.6 -0.3 0.201
H 2.70724 0.71662 -0.43131 -0.2 -0.2 0.1 0.234
H 0.05379 -1.31519 -1.54479 -0.5 0.1 0.2 0.483
H -0.12654 2.09980 -1.51208 -0.3 -0.3 -0.6 0.224
H 0.44438 2.44946 -0.02251 0.3 -0.5 0.8 0.222
H -1.11489 1.50248 -0.18746 1.3 0.0 -0.1 0.232
H -5.96066 1.01998 3.89628 -0.1 0.2 -0.1 0.471
H -5.39218 1.98753 2.82189 -0.2 0.1 0.1 0.471
O -5.20696 1.19371 3.32645 0.3 -0.3 0.0 -0.941
```
Positions in Å, forces in eV/Å.

Summary:
Frontier orbital gap, eV: 9.7
SMILES: C=C/C=C(/C)O.O
LUMO energy, eV: 0.966

Calculated relative energy (zero: lowest compared OMol25 entry of this formula, charge and spin) in order - 3.047; 0.000; 3.766; 0.711; 5.140; 2.717 eV